(1)
Below is a 9-piece molecular cluster, C11H37N10O11 overall at a distorted geometry, with properties calculated with ωB97M-V/def2-TZVPD.

Computed properties:
spin multiplicity: 1
total charge: -1
maximum force: 2.13 eV/Å
LUMO energy: 2.26 eV
frontier orbital gap: 0.342 Eh
electronic energy: -1816.86053 hartree
E_HOMO: -7.043 eV

Element x y z (Å)
O  -1.62707  -0.31888  1.54995
C  -0.65845  -0.32310  0.58766
O  -0.43548  0.80497  0.02906
O  -0.05153  -1.36328  0.30509
H  -1.84046  0.62980  1.58974
C  1.70521  -3.84717  2.27363
O  0.29614  -3.73737  2.27026
H  2.09124  -3.73632  3.28539
H  1.97998  -4.83382  1.87174
H  2.22428  -3.17675  1.58072
H  0.04001  -3.16231  1.53737
C  -4.04497  2.07142  1.52210
O  -4.15998  2.66111  0.46574
N  -3.06608  2.28097  2.44951
N  -4.90742  1.04338  1.86234
H  -2.31729  2.94451  2.26898
H  -2.97076  1.69501  3.25927
H  -5.03895  0.66100  2.77802
H  -5.49450  0.74901  1.10423
C  2.47215  0.82205  2.62775
O  3.31803  1.08606  3.48017
N  1.81652  -0.38198  2.63707
N  2.09695  1.71336  1.67943
H  2.25341  -1.09730  3.18479
H  1.31413  -0.56468  1.77927
H  2.69952  2.49248  1.48715
H  1.50844  1.45115  0.89979
C  -3.33496  -3.45156  0.45681
O  -4.16127  -4.35114  0.31725
N  -2.73246  -3.17701  1.64944
N  -3.00620  -2.58889  -0.54262
H  -2.97878  -3.65834  2.48920
H  -2.16425  -2.34676  1.64934
H  -2.28053  -1.89747  -0.45853
H  -3.55261  -2.64918  -1.38152
C  -1.89650  -0.31839  -3.11728
O  -2.21488  -1.06736  -4.02742
N  -0.64040  -0.19715  -2.60580
N  -2.82538  0.45305  -2.43779
H  -0.44230  0.32601  -1.75825
H  0.11897  -0.61809  -3.10793
H  -2.46171  1.01719  -1.68540
H  -3.77089  0.13035  -2.35683
C  -0.76270  4.64862  0.94867
O  -1.13046  4.36696  2.07973
N  -0.28530  3.73612  0.04786
N  -0.51338  5.94678  0.59766
H  -0.30161  2.73372  0.23794
H  -0.14248  3.95877  -0.92141
H  -0.69080  6.65924  1.27875
H  -0.29414  6.21423  -0.34299
C  3.25335  -2.29094  -0.92639
C  2.35260  -2.95507  -1.95790
O  1.23210  -3.57221  -1.38136
H  2.68856  -1.90312  -0.08032
H  4.01592  -1.63766  -1.34520
H  3.84659  -3.09996  -0.46975
H  2.87202  -3.62441  -2.64898
H  2.06123  -2.18298  -2.70149
H  0.82919  -2.87375  -0.84757
C  2.74788  1.08032  -2.25017
C  3.44793  2.14801  -3.06479
O  4.82281  1.79230  -3.28488
H  1.84040  1.44560  -1.76600
H  3.39616  0.73376  -1.43997
H  2.55847  0.16317  -2.81317
H  3.48477  3.08582  -2.51560
H  2.97430  2.25258  -4.04440
H  4.83770  1.00551  -3.83718

---

(2)
Below is a 10-piece molecular cluster, C11H39O11 overall at a distorted geometry, with properties calculated with ωB97M-V/def2-TZVPD.

Computed properties:
spin multiplicity: 1
total charge: -1
maximum force: 2.29 eV/Å
LUMO energy: 2.51 eV
frontier orbital gap: 0.280 Eh
electronic energy: -1270.03334 hartree
ΔE to the lowest compared entry with this formula, charge and spin: 16.0 kcal per mole
E_HOMO: -5.106 eV

Element x y z (Å)
C  20.31357  -22.59654  6.89797
C  20.39931  -21.80096  8.18203
O  20.04213  -22.35891  9.28073
O  20.83242  -20.61392  8.09807
H  19.96181  -23.61883  7.03688
H  21.29092  -22.64150  6.41749
H  19.74501  -22.12179  6.09831
C  25.37284  -22.38429  4.99245
O  25.63537  -21.91251  3.68336
H  24.68632  -23.23084  5.00531
H  26.25070  -22.73769  5.53334
H  24.83259  -21.61889  5.54959
H  26.27773  -21.20873  3.80027
C  18.48777  -25.54463  13.39044
O  18.87953  -25.73587  11.99517
H  17.92634  -24.62892  13.57582
H  17.88852  -26.40868  13.67755
H  19.37620  -25.46482  14.01687
H  19.23785  -24.87985  11.74930
C  24.99434  -17.55600  8.28077
O  24.78197  -18.89895  8.59474
H  25.83734  -17.21988  8.88449
H  25.20743  -17.39698  7.22369
H  24.17160  -16.90618  8.57898
H  23.84559  -19.06817  8.46763
C  16.83490  -18.57495  6.59787
O  18.15960  -18.38050  6.03667
H  16.63683  -19.62375  6.81897
H  16.56798  -17.97408  7.46724
H  16.13641  -18.29378  5.80973
H  18.82275  -18.86194  6.53671
C  19.26151  -17.88734  12.22249
O  19.50560  -17.55778  10.86858
H  18.77836  -18.85593  12.35086
H  20.15594  -18.04437  12.82535
H  18.70034  -17.05869  12.65439
H  19.86801  -18.32376  10.41742
C  21.81908  -19.28324  3.31547
O  23.07635  -19.25628  2.59500
H  21.05169  -18.76890  2.73697
H  21.57687  -20.32782  3.51118
H  21.90304  -18.73323  4.25277
H  23.70058  -19.92641  2.88285
C  23.30219  -22.12227  12.51924
O  21.94923  -21.93013  12.95630
H  23.94438  -21.91062  13.37416
H  23.65784  -23.11469  12.24220
H  23.51674  -21.43537  11.70057
H  21.48948  -21.95140  12.11382
C  23.60583  -25.69767  9.21656
O  24.43401  -26.68836  8.50106
H  22.79346  -25.31646  8.59781
H  23.14591  -26.09378  10.12192
H  24.24482  -24.84059  9.42918
H  23.87208  -27.41275  8.21627
C  15.68436  -23.02497  10.01825
O  16.27470  -22.02715  10.84707
H  16.08879  -23.95498  10.41777
H  14.60574  -23.12398  10.14022
H  15.89028  -22.88190  8.95749
H  17.18539  -21.96012  10.55083

---

(3)
Below is C11H39O11Ti as an isolated structure at a distorted geometry, with properties calculated with ωB97M-V/def2-TZVPD.

Computed properties:
spin multiplicity: 4
total charge: 0
maximum force: 3.10 eV/Å
LUMO energy (alpha / beta): 0.02 / -0.42 eV
frontier orbital gap (alpha / beta): 0.203 / 0.335 Eh
electronic energy: -2119.40626 hartree
E_HOMO (alpha / beta): -5.490 / -9.544 eV

Element x y z (Å)
Ti  2.79827  3.04570  15.16095
C  1.10733  0.13215  17.30881
C  1.82128  1.17319  16.59949
O  2.52015  2.04368  17.20746
O  1.63474  1.24142  15.35772
H  1.05721  0.38644  18.40482
H  1.60792  -0.82614  17.13910
H  0.05190  0.12424  16.99307
C  4.80346  -1.74784  18.31711
O  4.79665  -0.33851  18.40839
H  4.24177  -2.17447  17.51408
H  5.79515  -2.17144  18.23015
H  4.39882  -2.16814  19.25799
H  5.07110  0.01662  17.52910
C  4.05649  1.98414  20.82440
O  3.56676  0.63474  20.64476
H  3.59401  2.29275  21.83420
H  5.15814  2.09962  20.77073
H  3.58826  2.61567  20.02595
H  3.98763  0.32918  19.81784
C  1.52092  -1.82300  21.47272
O  0.84989  -0.56668  21.64596
H  2.21825  -1.97362  22.30830
H  0.75220  -2.53659  21.43768
H  1.96996  -1.74454  20.47777
H  1.53902  0.02007  21.26941
C  1.53341  -0.76998  12.66445
O  0.71053  -1.04177  13.77507
H  2.59057  -0.78896  12.95891
H  1.39971  -1.51123  11.94440
H  1.28895  0.15766  12.10870
H  0.96428  -0.37506  14.40871
C  3.10814  4.97441  12.95270
O  4.01578  4.36510  13.95630
H  2.52053  5.76925  13.46165
H  3.73667  5.40889  12.19254
H  2.47729  4.12757  12.51249
H  4.31999  3.49976  13.56470
C  6.81020  0.91882  15.69366
O  5.39531  0.63471  15.95988
H  7.02628  1.99361  15.85814
H  7.38281  0.30657  16.37128
H  7.01839  0.62056  14.70974
H  4.80879  0.99825  15.28939
C  5.02140  4.32349  17.74091
O  6.40205  4.60153  17.60871
H  4.48283  5.10444  18.28262
H  4.67156  4.31247  16.76019
H  4.74177  3.33091  18.24080
H  6.84791  4.47088  18.44252
C  0.09616  4.32986  16.03290
O  1.56404  4.54702  16.08167
H  -0.17202  4.85292  15.08938
H  -0.29904  3.34241  15.90064
H  -0.42403  4.80209  16.88664
H  1.71783  4.62468  17.04053
C  -0.76735  -3.27783  15.65971
O  0.27657  -3.96850  15.10260
H  -1.11997  -3.90843  16.52141
H  -0.52613  -2.25300  16.04518
H  -1.68295  -3.28953  15.00917
H  0.44808  -3.52440  14.27808